Record 1
Formula: C4H7ClO
Source: the Open Molecules 2025 dataset
Level of theory: ωB97M-V/def2-TZVPD

Each line ends with the Mulliken charge.
Cartesian coordinates (Å):
C: 1.2112 1.4360 -0.1733  -0.7920
C: -0.0020 0.7633 0.1829  -0.1690
C: -1.6482 -1.0008 0.2239  -1.2854
C: -0.5062 -0.3740 -0.4589  0.1405
O: 1.9225 -1.4248 -0.0888  -0.5002
Cl: 2.5896 -0.0613 0.0432  0.2486
H: 1.6269 2.2858 0.3045  0.4059
H: 1.4300 1.5003 -1.1896  0.3071
H: -0.4065 0.8778 1.2138  0.1071
H: -2.4847 -0.9790 -0.3618  0.3428
H: -1.6130 -1.9572 0.5434  0.3668
H: -1.9294 -0.3681 1.1076  0.2872
H: -0.1901 -0.6980 -1.3469  0.5405

- LUMO energy: 0.0112 Eh
- Largest force on an atom: 6.1 eV Å⁻¹



Record 2
Formula: C4H7ClO
Source: the Open Molecules 2025 dataset
Level of theory: ωB97M-V/def2-TZVPD

Each line ends with the Mulliken charge.
Cartesian coordinates (Å):
C: 0.2964 -1.0850 1.2529  -0.2038
C: -0.2528 -1.3794 -0.1579  -0.0747
C: 1.1512 -0.9009 0.2779  -0.0750
C: -1.0954 -0.2808 -0.7411  -0.9571
O: 0.6557 2.3300 -0.0095  -0.5891
Cl: 2.4525 -0.1937 -0.4670  -0.1570
H: 0.0579 2.7649 0.5106  0.2848
H: -0.1306 -0.7938 2.2364  0.3168
H: -0.4488 -2.3686 -0.5268  0.3808
H: -0.5849 0.2694 -1.5784  0.2493
H: -1.2075 0.5487 -0.0734  0.2213
H: -2.1134 -0.5796 -1.1298  0.3221
H: 1.2197 1.6686 0.4061  0.2814

- LUMO energy: 0.0293 Eh
- Largest force on an atom: 4.2 eV Å⁻¹



Record 3
Formula: C4H7ClO2S
Source: the Open Molecules 2025 dataset
Level of theory: ωB97M-V/def2-TZVPD

Each line ends with the Mulliken charge.
Cartesian coordinates (Å):
C: -2.7828 0.8817 -0.3718  0.2713
C: 1.0884 0.9020 -0.3493  -1.2261
C: 1.7967 -1.2394 0.8989  -1.2567
C: 0.8437 -0.5060 0.0273  0.8307
O: -2.1084 1.8409 -0.1994  -0.3867
O: -1.3536 -0.4994 -1.3190  -0.5507
S: -0.4902 -1.3478 -0.4606  0.2298
Cl: -3.1942 -0.1968 0.9593  -0.1864
H: -3.3710 0.6318 -1.2538  0.2642
H: 0.3960 1.1977 -1.1341  0.3269
H: 0.9214 1.5600 0.5056  0.3025
H: 2.1177 1.0433 -0.6793  0.3754
H: 1.8995 -0.7373 1.8619  0.3030
H: 1.4492 -2.2558 1.0685  0.3798
H: 2.7876 -1.2748 0.4457  0.3230

- LUMO energy: -0.0059 Eh
- Largest force on an atom: 1.6 eV Å⁻¹



Record 4
Formula: C4H7ClOS
Source: the Open Molecules 2025 dataset
Level of theory: ωB97M-V/def2-TZVPD

Each line ends with the Mulliken charge.
Cartesian coordinates (Å):
C: -1.4404 -1.4122 0.0587  0.6607
C: -0.3911 -2.3948 0.1688  -1.0311
C: 1.5037 2.2599 -0.5336  -0.7427
C: -0.5081 0.5914 0.5728  -0.4567
O: -2.5229 -1.2023 -0.3603  -0.3793
S: 0.8028 0.5592 -0.5062  -0.0448
Cl: -1.8256 1.6651 0.2133  -0.1468
H: -0.0886 -2.6342 -0.8645  0.3056
H: 0.4156 -2.1109 0.7152  0.3457
H: -0.7755 -3.4589 0.4268  0.3516
H: 2.5011 2.0045 -0.2335  0.2705
H: 0.9618 2.8772 0.3090  0.2418
H: 1.5672 2.7649 -1.5811  0.2436
H: -0.2000 0.4913 1.6145  0.3819

- LUMO energy: 0.0159 Eh
- Largest force on an atom: 5.4 eV Å⁻¹



Record 5
Formula: C4H7ClOS
Source: the Open Molecules 2025 dataset
Level of theory: ωB97M-V/def2-TZVPD

Each line ends with the Mulliken charge.
Cartesian coordinates (Å):
C: 0.2889 -0.0805 -0.0174  0.4633
C: 0.2188 0.4509 1.4400  -0.6498
C: 0.0201 0.9483 -1.1598  -0.4812
C: -0.9206 -0.7919 -0.6308  -0.5715
H: 1.5475 -2.1267 0.3915  0.1493
H: 1.0141 1.1587 1.6656  0.3510
H: 0.3229 -0.4166 2.1036  0.3559
H: -0.3406 1.9090 -0.7093  0.2429
H: 0.9150 1.0854 -1.8448  0.2947
H: -0.7570 -1.7745 -0.9454  0.3353
H: -1.7988 -0.7258 0.0164  0.2566
O: -1.0350 0.1699 -1.7416  -0.3758
S: 1.8738 -0.9766 -0.2742  -0.1907
Cl: -1.3492 1.1706 1.7063  -0.1800

- LUMO energy: 0.0224 Eh
- Largest force on an atom: 2.0 eV Å⁻¹



Record 6
Formula: C4H7ClS2
Source: the Open Molecules 2025 dataset
Level of theory: ωB97M-V/def2-TZVPD

Each line ends with the Mulliken charge.
Cartesian coordinates (Å):
C: -3.2901 -0.4482 -0.0418  -0.9291
C: -0.6654 0.1624 0.2497  0.1586
C: 0.8136 -0.1807 0.6483  -0.8706
C: 1.6944 0.0049 -0.5412  -0.3193
H: -4.0362 -1.2724 -0.1416  0.3036
H: -3.3826 0.2842 -0.8060  0.3488
H: -3.3933 0.1163 0.8505  0.3413
H: 1.2049 0.5493 1.4004  0.3265
H: 0.9210 -1.1557 1.0567  0.4355
H: 1.6351 1.0147 -1.0115  0.3175
H: 1.4969 -0.7645 -1.3161  0.2997
S: -1.6619 -1.2242 -0.0887  0.0118
S: -1.0569 1.7391 -0.0339  -0.2084
Cl: 3.3964 -0.2494 0.0023  -0.2160

- LUMO energy: -0.0171 Eh
- Largest force on an atom: 2.2 eV Å⁻¹



Record 7
Formula: C4H7F3N3S
Source: the Open Molecules 2025 dataset
Level of theory: ωB97M-V/def2-TZVPD

Each line ends with the Mulliken charge.
Cartesian coordinates (Å):
C: 1.0629 -1.5355 -0.6700  -0.1812
C: -0.0203 0.5033 -0.0764  0.4350
C: -1.7759 -0.3189 1.4171  -0.8065
C: 0.9325 1.6823 -0.2680  0.8898
N: 0.5294 -1.3721 -1.8057  -0.0504
N: 0.8009 -0.6577 0.2937  -0.2606
N: -0.9206 0.7761 0.9002  -0.3550
F: 2.0125 1.2755 -1.0100  -0.2768
F: 0.3670 2.6895 -0.9115  -0.2206
F: 1.3665 2.1029 0.8984  -0.2327
S: -0.5533 -0.0014 -1.8551  0.0009
H: 1.7147 -2.2917 -0.6386  0.5671
H: -2.6154 -0.4462 0.7060  0.3055
H: -1.0876 -1.1437 1.3360  0.3039
H: -2.2168 -0.2237 2.3637  0.3324
H: 0.5246 -1.9739 -2.5590  0.2156
H: 1.1634 -0.6709 1.1645  0.1566
H: -1.2844 1.6061 0.7149  0.1769

- LUMO energy: -0.1425 Eh
- Largest force on an atom: 5.3 eV Å⁻¹
- Total charge: +1



Record 8
Formula: C4H7FN2
Source: the Open Molecules 2025 dataset
Level of theory: ωB97M-V/def2-TZVPD

Each line ends with the Mulliken charge.
Cartesian coordinates (Å):
C: 0.5073 -0.3771 1.1051  0.3348
C: -0.2795 0.3803 0.0939  -0.2873
C: -1.4299 -0.1658 -0.7915  -0.7967
C: -0.0967 0.1507 -1.3570  0.1353
H: -0.4633 0.7206 2.5000  0.2623
H: 0.7609 -0.2507 3.0751  0.2480
H: 1.8065 -1.6729 1.5458  0.2220
H: -0.5098 1.4269 0.2814  0.3820
H: -1.7344 -1.1934 -0.7661  0.2787
H: -2.2071 0.5504 -0.8858  0.2888
H: 0.4865 -0.7214 -1.7343  0.3442
N: 0.0183 -0.1637 2.4114  -0.5032
N: 1.3808 -1.2128 0.7252  -0.5978
F: -0.0156 1.2054 -2.2527  -0.3110

- LUMO energy: 0.0330 Eh
- Largest force on an atom: 1.6 eV Å⁻¹



Record 9
Formula: C4H7FN2S
Source: the Open Molecules 2025 dataset
Level of theory: ωB97M-V/def2-TZVPD

Each line ends with the Mulliken charge.
Cartesian coordinates (Å):
C: 0.1843 0.2255 -0.3144  0.7005
C: -0.4537 1.5622 -0.5646  -0.4179
C: 1.6632 0.3343 -0.3106  0.0948
C: 2.4052 -0.1621 0.8221  -0.5682
H: -2.3147 0.0992 0.4954  0.1818
H: -1.0769 1.5376 -1.4792  0.2770
H: 0.4068 2.2643 -0.6563  0.2293
H: 2.1545 1.0974 -0.9473  0.3483
H: 3.2809 0.4083 1.1920  0.2496
H: 1.8567 -0.6414 1.6310  0.2584
H: 1.8138 -1.7064 -0.2641  0.3255
N: -0.3348 -0.9165 -0.0639  -0.5578
N: 2.4601 -0.9280 -0.4237  -0.6901
F: -1.2159 1.9209 0.5559  -0.2643
S: -2.0531 -1.1996 0.0402  -0.1669

- LUMO energy: 0.0163 Eh
- Largest force on an atom: 2.4 eV Å⁻¹



Record 10
Formula: C4H7FN2S
Source: the Open Molecules 2025 dataset
Level of theory: ωB97M-V/def2-TZVPD

Each line ends with the Mulliken charge.
Cartesian coordinates (Å):
C: -0.7146 -2.3251 0.4390  -1.2248
C: -0.8723 -1.0143 -0.3049  -0.0172
C: 0.4024 -0.5424 -1.0688  0.1582
C: 0.3260 0.6154 -0.0514  -0.0354
H: 0.2429 -2.6702 0.7585  0.3613
H: -1.0169 -3.1602 -0.3244  0.3094
H: -1.3815 -2.2218 1.3272  0.3153
H: -1.7720 -0.8056 -0.8433  0.4217
H: 1.3240 -1.1453 -0.9400  0.3139
H: -0.1349 1.0747 2.1342  0.3057
H: -2.2830 0.8386 1.7856  0.2849
N: -0.7900 0.1850 0.4719  0.2520
N: -1.2011 0.2856 1.8084  -0.6965
F: 0.1724 -0.3819 -2.3464  -0.2949
S: 1.4099 1.7394 0.4483  -0.4536

- LUMO energy: 0.0186 Eh
- Largest force on an atom: 4.6 eV Å⁻¹